The following is a DFT calculation (ωB97M-V/def2-TZVPD) of a 2-piece molecular cluster, C2H2Cl3NO overall in a non-equilibrium geometry.

Results
Highest occupied orbital energy (spin up / spin down)   -8.8 / -8.8 eV
Orbital gap (spin up / spin down)   8.4 / 8.4 eV
Energy above the lowest of the compared OMol25 structures with the same formula, charge and spin   508.0 kJ/mol

CARTESIAN COORDINATES (ANGSTROEM)
C (-0.00318, -0.14086, -0.51476)
C (-2.37019, 0.04419, 0.00410)
N (0.78112, 0.37703, 0.47439)
O (0.48034, 1.09127, -0.76418)
Cl (-2.96977, -1.55347, -0.32820)
Cl (-2.23152, 0.36713, 1.71092)
Cl (-3.13728, 1.29808, -0.88245)
H (0.13376, -1.00654, -1.13102)
H (0.25888, 0.79442, 1.25521)

natural (NBO) population analysis, charges in e, atoms 1 to 8: C 0.336; C -0.326; N -0.339; O -0.347; Cl 0.030; Cl 0.015; Cl 0.068; H 0.198